Record 1
2 unconnected molecules or ions with the total composition C4H8O2. Source: OMol25; level of theory: ωB97M-V/def2-TZVPD.

Its net charge is -1. The spin multiplicity is 2. For the HOMO-LUMO gap (spin up / spin down), the calculation gives 4.025 / 6.527 eV. The total energy is -8370.518 eV.

```
14
Properties=species:S:1:pos:R:3:forces:R:3
C -1.669462 0.119113 1.481345 1.1 0.1 0.0
C -0.502661 -0.299810 0.831997 -0.4 -0.3 -0.4
O 0.648162 0.537101 0.927873 -0.7 0.2 0.8
C -0.412216 -1.406752 -0.050362 0.0 1.4 0.6
C 0.434101 -1.500638 -1.141111 -0.2 -0.7 0.0
H -1.587494 0.677962 2.414671 -0.3 0.0 -0.1
H -2.597069 -0.283806 1.131023 -0.5 -0.1 0.3
H 0.361701 1.151593 1.635702 0.4 -0.2 -0.7
H -1.198366 -2.124503 0.170880 0.2 -0.3 -0.3
H 0.991650 -0.692381 -1.572295 0.2 0.3 0.3
H 0.457869 -2.427777 -1.683347 0.0 -0.3 -0.3
H 0.446750 1.692651 -1.058948 0.1 -0.4 0.0
H 1.831768 2.169702 -1.430097 0.0 -0.1 0.0
O 1.049560 1.762374 -1.816337 -0.1 0.5 0.0
```
Forces are in eV/Å.

Atom charges from the natural (NBO) analysis, given in e for atoms 1 to 6:
1 C -0.81
2 C 0.22
3 O -0.76
4 C -0.36
5 C -0.60
6 H 0.15

***

Record 2
2 unconnected molecules or ions with the total composition C6H7NO. Source: OMol25; level of theory: ωB97M-V/def2-TZVPD.

Its net charge is 0. For the HOMO-LUMO gap, the calculation gives 7.830 eV. The total energy is -9866.164 eV.

```
15
Properties=species:S:1:pos:R:3:forces:R:3
C 0.960851 1.823328 -0.092567 1.4 1.0 5.1
C 0.488141 0.400532 -0.233849 -2.2 -2.1 2.2
C -0.762578 -0.158342 0.126848 0.2 1.4 -4.1
C -0.785755 -1.652573 0.044311 -5.7 1.2 -3.1
C 0.423495 -1.950901 0.032203 7.3 -7.1 -1.9
C 1.361407 -0.891995 -0.118638 1.5 7.0 2.2
H 0.382459 2.372156 0.798481 0.5 -1.2 -2.1
H 0.825659 2.399435 -0.958507 0.2 0.9 -1.2
H 2.084252 2.051318 0.489923 -2.8 -1.3 -2.4
H -2.231031 1.194676 0.041049 -0.1 1.5 -0.4
H -2.510888 -0.181769 1.121639 0.4 1.2 -4.7
H -1.659561 -2.098930 -0.732433 2.1 0.6 3.3
H 0.974305 -2.869181 -0.360901 -1.5 0.4 0.8
N -2.103072 0.236325 -0.202727 -0.7 -1.2 7.0
O 2.552316 -0.674075 0.045175 -0.6 -2.4 -0.6
```
Forces are in eV/Å.

Atom charges from the natural (NBO) analysis, given in e for atoms 1 to 6:
1 C -0.65
2 C -0.17
3 C 0.13
4 C -0.18
5 C -0.29
6 C 0.53

***

Record 3
A single C4H4N2 molecule. Source: OMol25; level of theory: ωB97M-V/def2-TZVPD.

Its net charge is 0. For the HOMO-LUMO gap, the calculation gives 9.454 eV. The total energy is -7190.592 eV.

```
10
Properties=species:S:1:pos:R:3:forces:R:3
C -0.304991 1.190715 -0.374414 -0.8 2.2 -1.4
C -0.859928 -0.000433 -0.401984 -0.8 0.0 -0.1
C 1.043082 1.038053 0.183593 -0.6 1.2 0.3
C 0.056680 -0.983589 0.266782 -1.5 -0.2 -1.1
N 1.349674 -0.095290 0.656556 -1.2 -2.7 -0.2
N -0.443531 -2.191901 0.272221 2.6 2.0 1.2
H -0.750597 2.176878 -0.781540 0.9 -1.9 0.8
H -1.859068 -0.193345 -0.815107 0.7 -0.4 0.4
H 1.635182 1.956076 0.236802 0.6 -0.7 0.3
H 0.133496 -2.897162 0.757091 0.1 0.4 -0.2
```
Forces are in eV/Å.

Atom charges from the natural (NBO) analysis, given in e for atoms 1 to 6:
1 C -0.27
2 C -0.22
3 C 0.09
4 C 0.37
5 N -0.42
6 N -0.56

***

Record 4
A single C17H16INO5 molecule. Source: OMol25; level of theory: ωB97M-V/def2-TZVPD.

Its net charge is 0. For the HOMO-LUMO gap, the calculation gives 7.936 eV. The total energy is -37713.629 eV.

```
40
Properties=species:S:1:pos:R:3:forces:R:3
C 0.029011 4.091710 0.875818 -0.3 -0.8 0.1
C 0.077415 2.620650 1.506495 1.3 1.8 -0.5
N -1.278729 2.036922 1.710127 0.9 -1.8 0.4
C -1.355208 0.673933 1.252501 -0.1 -1.4 -0.7
C -1.575620 -0.465009 2.170568 -0.1 -0.6 -0.6
C -1.742833 -0.254109 3.724605 0.1 -1.5 -0.7
C -0.343374 -0.479724 4.427405 -0.4 1.5 -0.2
O 0.398357 0.421805 4.645032 -0.4 -0.4 -0.1
I 0.325406 -2.468910 5.044897 -0.5 0.2 -0.3
C -1.644170 -1.852484 1.717967 0.3 1.4 -2.0
C -1.459624 -2.147516 0.303863 0.2 2.1 0.2
C -1.215007 -1.037671 -0.594205 0.0 0.9 0.5
C -1.172276 0.378349 -0.167615 -0.1 -1.8 0.9
C -0.904355 1.465813 -1.266201 0.6 -1.1 -0.2
O -1.436929 2.543616 -1.286303 0.3 -0.3 0.1
C 0.094337 1.009683 -2.383785 -0.6 -1.0 0.6
C 0.056354 -0.291737 -2.770487 0.5 0.4 -0.3
C 1.017307 -0.911922 -3.840637 -0.8 -0.9 1.2
C 1.732335 -2.142627 -3.116615 -0.9 -0.1 0.5
O 3.165784 -2.155591 -3.348763 -0.4 -0.2 1.6
C 3.781749 -2.154481 -2.083865 0.1 0.3 -0.3
O 4.593201 -1.337999 -1.781043 0.0 -0.4 -0.3
C -0.963544 -1.288210 -2.117418 0.5 1.1 1.0
O -1.482893 -2.180923 -2.740274 0.4 0.2 0.2
H 0.783849 4.752022 1.367121 -0.7 -0.5 -0.3
H -1.018640 4.462097 1.024500 1.1 0.0 -0.2
H 0.259913 4.051737 -0.219180 -0.4 0.2 1.0
H 0.647093 2.737421 2.472048 -0.8 -0.5 -0.7
H 0.728875 1.996303 0.834054 -0.9 0.3 0.7
H -1.448373 2.030010 2.721032 0.0 0.2 -0.6
H -2.419198 -1.077558 4.076418 0.5 0.9 -0.2
H -2.179912 0.739902 3.980667 0.6 -0.8 0.0
H -1.834392 -2.713435 2.400196 0.2 1.1 -0.4
H -1.464394 -3.169407 -0.144646 -0.1 1.0 0.7
H 0.822577 1.723924 -2.838577 -0.9 -0.5 0.5
H 0.351952 -1.310001 -4.650091 0.9 0.5 0.4
H 1.797820 -0.203029 -4.200369 -0.8 -0.4 0.2
H 1.237070 -3.124123 -3.366751 0.7 1.0 -0.1
H 1.587309 -2.030462 -1.999914 -0.1 0.0 -1.1
H 3.451757 -2.938968 -1.338576 0.0 0.4 -1.0
```
Forces are in eV/Å.

Atom charges from the natural (NBO) analysis, given in e for atoms 1 to 6:
1 C -0.62
2 C -0.23
3 N -0.62
4 C 0.31
5 C -0.09
6 C -0.53

***

Record 5
A molecular structure, C9H21AgF2N3O3. Source: OMol25; level of theory: ωB97M-V/def2-TZVPD.

Its net charge is -1. For the HOMO-LUMO gap, the calculation gives 6.295 eV. The total energy is -29720.538 eV.

```
39
Properties=species:S:1:pos:R:3:forces:R:3
Ag -1.226089 -1.149936 0.141671 -1.8 -0.5 0.4
F -2.549451 -1.102819 2.187296 0.6 0.6 0.0
F -3.110382 -2.520326 -0.751548 0.9 0.2 -0.5
C 1.594671 -1.415545 1.887367 -0.1 0.5 0.8
O 0.593401 -1.892963 1.409480 0.7 -0.4 -0.1
N 2.266359 -0.321562 1.468487 1.1 0.5 -0.3
C 3.151786 0.386640 2.381305 -0.6 -0.1 0.3
C 1.884715 0.453139 0.298041 -1.2 -0.9 -0.3
H 2.049756 -1.776395 2.832361 -0.1 -0.3 -0.1
H 3.576152 -0.259670 3.149591 0.1 -0.2 -0.2
H 2.565307 1.133724 2.928848 0.2 0.3 -0.1
H 3.946094 0.877738 1.824254 0.1 0.0 0.0
H 2.725249 0.973829 -0.153211 0.1 0.2 0.3
H 1.479747 -0.217988 -0.464925 0.1 -0.1 0.1
H 1.033671 1.094660 0.540856 0.3 0.4 -0.1
C -1.428857 1.606985 1.721037 -1.2 -0.5 0.5
O -1.304555 1.413871 0.531265 0.8 0.6 -0.6
N -0.845385 2.594524 2.448701 -1.0 0.5 0.4
C -1.259690 2.804097 3.829567 1.9 -0.4 0.7
C -0.057086 3.645654 1.895813 0.1 0.9 -0.6
H -2.083442 0.956633 2.323275 0.1 -0.4 0.0
H -0.298288 2.809766 4.365913 -0.2 0.1 0.4
H -1.809205 1.979322 4.274739 -0.3 -0.1 -0.5
H -1.709559 3.758658 4.107496 -0.4 0.1 -0.7
H 0.178865 3.465260 0.847063 0.4 -0.5 0.2
H -0.573442 4.615865 1.825363 -0.3 -0.1 0.4
H 0.817413 3.829660 2.527560 0.2 -0.2 -0.3
C -0.754289 -2.137381 -2.650506 0.4 -0.4 -0.2
O 0.000290 -1.379224 -2.062562 0.3 0.3 0.1
N -0.788818 -2.244200 -3.993943 -0.6 -0.1 -1.0
C -1.722564 -3.146046 -4.638488 -0.5 -0.2 0.9
C 0.083450 -1.582396 -4.932609 0.5 0.2 0.0
H -1.421153 -2.853433 -2.153804 -0.4 0.4 0.4
H -2.422491 -2.609687 -5.283984 0.5 0.0 -0.5
H -2.407166 -3.586239 -3.909218 0.4 -0.1 0.3
H -1.159868 -3.946876 -5.122446 -0.3 0.0 -0.4
H 0.604500 -0.729973 -4.503377 -0.2 0.0 0.2
H 0.849788 -2.268991 -5.311089 0.0 -0.1 0.1
H -0.469434 -1.258378 -5.815636 -0.2 0.1 0.1
```
Forces are in eV/Å.

Atom charges from the natural (NBO) analysis, given in e for atoms 1 to 6:
1 Ag 0.93
2 F -0.95
3 F -0.95
4 C 0.55
5 O -0.61
6 N -0.44